Entry from the Open Molecules 2025 dataset: a molecular structure, C24H47MoN5O5S3 in a non-equilibrium geometry (ωB97M-V/def2-TZVPD).

Each line ends with the Mulliken charge.
Geometry (Å):
Mo: 1.09 0.94 0.41  0.3601
C: 3.16 -0.43 2.23  -0.7566
C: 2.01 -0.38 3.25  -0.6229
O: 0.87 0.32 2.71  0.1537
C: 0.24 1.34 3.50  -0.4124
C: 0.42 2.72 2.85  -0.8573
O: 0.16 2.69 1.45  -0.0205
C: -1.11 3.15 0.97  -0.9453
C: -1.99 1.95 0.64  -0.4894
O: -1.21 1.11 -0.22  0.3965
C: -1.80 -0.13 -0.58  -0.9909
C: -1.23 -1.32 0.24  -0.2187
O: 0.17 -1.21 0.07  0.4448
C: 1.00 -2.28 0.55  -0.6567
C: 2.46 -1.83 0.34  -0.8539
O: 2.72 -0.53 0.87  0.0321
H: 3.83 -1.25 2.47  0.5517
H: 3.72 0.51 2.26  0.1851
H: 2.37 0.11 4.15  0.6232
H: 1.67 -1.39 3.52  0.2845
H: 0.66 1.36 4.51  0.6364
H: -0.82 1.08 3.58  0.2401
H: 1.46 3.05 2.95  0.1678
H: -0.23 3.45 3.35  0.5854
H: -0.90 3.73 0.06  0.3759
H: -1.59 3.80 1.70  0.4422
H: -2.89 2.27 0.11  0.4578
H: -2.27 1.40 1.56  0.2827
H: -1.55 -0.30 -1.63  0.1062
H: -2.89 -0.08 -0.48  0.5881
H: -1.60 -2.26 -0.18  0.5209
H: -0.83 -0.78 2.19  -0.2613
H: 0.82 -3.18 -0.04  0.6364
H: 0.79 -2.49 1.60  0.2719
H: 2.66 -1.74 -0.73  0.0320
H: 3.14 -2.57 0.78  0.5851
N: -1.56 -1.25 1.67  0.2266
C: -2.46 -1.86 2.44  0.7487
N: -3.60 -2.41 2.30  -0.0052
C: -4.49 -2.36 1.13  0.0037
C: -5.00 -3.76 0.80  -0.7425
C: -5.75 -4.35 1.98  -0.6791
C: -4.79 -4.43 3.16  -0.6207
C: -4.21 -3.05 3.47  -0.6901
H: -3.96 -1.91 0.29  -0.0614
H: -5.34 -1.73 1.40  0.2888
H: -4.15 -4.41 0.54  0.2993
H: -5.65 -3.68 -0.07  0.3814
H: -6.13 -5.34 1.73  0.3547
H: -6.62 -3.73 2.22  0.3298
H: -3.99 -5.14 2.94  0.2976
H: -5.32 -4.79 4.04  0.3572
H: -3.46 -3.14 4.26  0.4240
H: -5.02 -2.40 3.82  0.3749
C: 1.59 -1.45 -3.44  -1.1279
N: 0.62 -0.44 -3.82  0.1763
C: -0.39 -0.91 -4.74  -1.2372
C: 0.68 0.81 -3.36  0.5083
S: 1.68 1.17 -1.94  -0.3453
N: 0.16 1.85 -3.99  0.1020
C: -0.08 3.11 -3.32  -0.9563
C: -0.02 1.94 -5.43  -1.2179
H: 1.98 -1.92 -4.34  0.5205
H: 1.11 -2.23 -2.84  0.2435
H: 2.42 -1.00 -2.90  0.3110
H: -0.73 -1.89 -4.40  0.3996
H: 0.00 -1.04 -5.75  0.3831
H: -1.25 -0.24 -4.77  0.4099
H: -0.27 2.95 -2.25  0.1017
H: -0.96 3.57 -3.77  0.4557
H: 0.76 3.79 -3.43  0.3572
H: 0.54 1.17 -5.96  0.4180
H: 0.35 2.91 -5.76  0.4229
H: -1.08 1.88 -5.71  0.4087
S: 2.93 2.56 0.89  -0.4914
C: 4.30 2.73 -0.11  0.5551
N: 5.17 3.67 0.17  -0.1937
C: 6.44 3.65 -0.53  -0.6119
C: 6.22 2.79 -1.78  -0.5591
S: 4.78 1.71 -1.41  0.0915
H: 5.04 4.33 0.94  0.2829
H: 7.21 3.22 0.13  0.3121
H: 6.74 4.66 -0.80  0.3516
H: 7.08 2.16 -2.02  0.4386
H: 5.96 3.38 -2.66  0.3280

Properties
2S+1 ... 3
Electronic energy ... -2853.93978 a.u.
LUMO energy (alpha / beta) ... -11.26 / -12.28 eV
Highest occupied orbital energy (alpha / beta) ... -18.683 / -18.642 eV
Total charge ... +4
Kohn-Sham gap (alpha / beta) ... 7.42 / 6.37 eV
Expectation value of S² ... 2.0717